(1)
Density functional theory data (ωB97M-V/def2-TZVPD) for a structure of composition C25H28N9O3PS2V.

Last column: Löwdin charge in e.
Element x y z (Å)
V: 0.23426 0.27353 0.28151  0.73
C: 2.92223 0.08676 -3.08954  -0.02
C: 1.84530 -0.15501 -2.24066  -0.04
N: 1.57585 0.68885 -1.24354  -0.01
C: 2.37283 1.76780 -1.07867  -0.16
C: 3.46616 1.94849 -1.91250  0.01
N: 3.73065 1.11981 -2.91425  0.16
C: 2.02052 2.63536 0.05193  -0.18
C: 2.58258 3.85783 0.36524  0.11
C: 2.09433 4.58860 1.45576  -0.08
C: 1.02151 4.04899 2.17848  0.11
C: 0.50363 2.82049 1.81939  -0.17
N: 1.01542 2.13899 0.78616  -0.07
C: -0.60028 2.10188 2.47136  -0.15
C: -1.26225 2.51219 3.62299  0.01
N: -2.20718 1.77740 4.18976  0.16
C: -2.50468 0.61324 3.63108  -0.04
C: -1.87265 0.17487 2.47432  -0.04
N: -0.93696 0.92970 1.89258  -0.01
C: 2.68391 5.88402 1.82525  -0.18
C: 1.89213 6.91643 2.32264  0.00
C: 2.50443 8.11742 2.65002  -0.09
N: 3.81054 8.32778 2.53255  0.11
C: 4.56334 7.33736 2.06718  -0.09
C: 4.05307 6.10360 1.68998  0.00
H: 3.13743 -0.59188 -3.90544  0.14
H: 1.22757 -1.03623 -2.34148  0.12
H: 4.14680 2.77806 -1.76651  0.14
H: 3.37725 4.27017 -0.24068  0.14
H: 0.62281 4.58910 3.02564  0.14
H: -1.01591 3.45148 4.10260  0.14
H: -3.25833 0.00231 4.11234  0.14
H: -2.10189 -0.77846 2.01823  0.11
H: 0.81816 6.82260 2.41961  0.12
H: 1.91604 8.94778 3.02190  0.12
H: 5.62608 7.53531 1.99375  0.13
H: 4.72834 5.33169 1.34395  0.12
C: -5.37262 -3.07464 -1.37833  -0.09
N: -4.99740 -2.01202 -2.43479  -0.06
C: -4.14803 -2.70765 -3.51908  -0.09
N: -3.01919 -3.33918 -2.93638  -0.14
C: -3.43528 -4.32238 -1.93561  -0.13
N: -4.20682 -3.69562 -0.86349  -0.14
C: -3.39826 -2.80931 -0.03049  -0.30
P: -2.67685 -1.39085 -0.99309  1.03
C: -4.26082 -0.85572 -1.81681  -0.25
C: -2.03117 -2.39602 -2.41784  -0.30
H: -6.00577 -3.79523 -1.89564  0.16
H: -5.94513 -2.56540 -0.60394  0.15
H: -5.85713 -1.66528 -2.86595  0.19
H: -3.86575 -1.94290 -4.24197  0.15
H: -4.80598 -3.43845 -3.98879  0.16
H: -2.55710 -4.80913 -1.51564  0.15
H: -4.05158 -5.08049 -2.41926  0.15
H: -2.58343 -3.38609 0.41287  0.11
H: -4.00980 -2.42966 0.79156  0.10
H: -4.05616 -0.13390 -2.60933  0.11
H: -4.93128 -0.38203 -1.09838  0.11
H: -1.15305 -2.95416 -2.08650  0.10
H: -1.71080 -1.73089 -3.22432  0.10
O: 1.19652 -3.09424 1.82184  -0.22
S: 1.58954 -2.12608 0.87671  0.33
O: 0.20833 -1.51874 0.16878  -0.51
O: 2.48928 -2.37352 -0.18966  -0.25
S: 1.94277 -0.24673 1.66855  0.76
C: -0.88285 1.64477 -0.87454  -0.05
H: -1.80662 1.81431 -0.32849  0.04
H: -1.04694 1.03707 -1.76702  0.03
H: -0.36764 2.56464 -1.11919  0.05

HOMO level (alpha / beta)	-15.945 / -15.945	eV
orbital gap (alpha / beta)	4.52 / 4.52	eV
total charge	+3

---

(2)
Density functional theory data (ωB97M-V/def2-TZVPD) for a structure of composition C25H19BrCl3N2O2PPd.

Last column: Löwdin charge in e.
Element x y z (Å)
Pd: 1.43613 0.39595 -0.34735  0.78
N: -1.52382 -0.26474 -1.45562  -0.08
P: -0.42717 -0.72427 -0.25985  0.92
C: -0.00825 -2.45953 -0.56681  -0.35
C: -0.97657 -3.39243 -0.93164  -0.09
C: -0.61747 -4.71038 -1.15560  -0.08
C: 0.70724 -5.10328 -1.01118  -0.08
C: 1.67375 -4.18358 -0.63887  -0.07
C: 1.31934 -2.85934 -0.41551  -0.09
C: -1.47978 -0.75572 1.20624  -0.33
C: -1.20691 -1.68626 2.20703  -0.08
C: -1.88879 -1.63440 3.41229  -0.07
C: -2.84393 -0.65128 3.62802  -0.07
C: -3.12234 0.27418 2.63213  -0.07
C: -2.44521 0.22471 1.42509  -0.09
C: -1.19079 0.50035 -2.57716  -0.38
C: -2.17449 0.89095 -3.48534  -0.02
C: -1.79218 1.67015 -4.56106  -0.07
C: -0.46040 2.04221 -4.69268  -0.07
C: 0.44055 1.60292 -3.74028  -0.12
N: 0.08469 0.83709 -2.70854  0.07
H: -2.48178 -0.57352 -1.40073  0.11
H: -2.01239 -3.09109 -1.03576  0.11
H: -1.36971 -5.43435 -1.44036  0.11
H: 0.98254 -6.13501 -1.18713  0.11
H: 2.70469 -4.48815 -0.51782  0.11
H: 2.07187 -2.14275 -0.09874  0.09
H: -0.45297 -2.44801 2.04835  0.11
H: -1.66862 -2.35926 4.18487  0.11
H: -3.36854 -0.60345 4.57309  0.11
H: -3.85953 1.04852 2.80021  0.11
H: -2.64699 0.96705 0.66356  0.10
H: -3.20459 0.59088 -3.34279  0.11
H: -2.52730 1.99045 -5.28703  0.11
H: -0.12938 2.65767 -5.51680  0.10
H: 1.49156 1.86417 -3.78464  0.12
Br: -1.45158 4.37026 4.07667  0.71
C: -0.59502 3.22355 2.82004  -0.70
C: 0.20252 2.18941 3.27936  -0.12
C: 0.79810 1.32945 2.36863  -0.10
C: 0.59011 1.50123 1.00763  -0.30
C: -0.19674 2.56015 0.56097  -0.12
C: -0.78682 3.43235 1.46552  -0.14
H: 0.35451 2.05389 4.34160  0.10
H: 1.42921 0.52435 2.72399  0.11
H: -0.35770 2.71134 -0.50079  0.10
H: -1.39634 4.25643 1.12004  0.10
Cl: 6.57007 0.26133 0.05413  0.59
C: 5.44586 1.63424 0.02966  -1.52
Cl: 5.84541 2.67740 -1.33623  0.59
Cl: 5.60468 2.56051 1.53386  0.60
C: 3.99299 1.08016 -0.03558  -0.85
O: 3.65747 0.29486 0.85912  -0.08
O: 3.26079 1.48264 -0.99020  -0.15

HOMO level	-8.173	eV
relative energy (zero: lowest compared OMol25 entry of this formula, charge and spin)	68.19	kJ/mol
orbital gap	8.09	eV

---

(3)
Density functional theory data (ωB97M-V/def2-TZVPD) for a cluster of 3 separate species, C34H27BrFO5 in total at a distorted geometry.

Last column: Löwdin charge in e.
Element x y z (Å)
C: 1.84515 2.32500 -5.32861  -0.19
C: 0.43797 2.61877 -5.82253  -0.30
C: -0.40162 1.49626 -6.46665  -0.64
Br: 0.69442 -0.22964 -6.55978  0.48
C: -1.66223 1.17271 -5.77930  -0.46
O: -1.38089 1.22872 -4.34265  -0.15
C: -2.75613 2.15220 -6.12914  -0.21
C: -2.70712 3.60391 -5.67912  -0.23
F: -2.76325 3.75937 -4.29722  -0.08
H: 1.82537 1.65312 -4.48622  0.05
H: 2.49876 1.97551 -6.10907  0.03
H: 2.26375 3.26322 -4.96665  0.06
H: 0.55172 3.39538 -6.57390  0.09
H: -0.09006 3.06109 -4.99341  0.09
H: -0.59939 1.72242 -7.49963  0.06
H: -1.30573 0.29291 -4.10635  0.05
H: -2.87733 2.19645 -7.20570  0.10
H: -3.69633 1.76194 -5.73943  0.08
H: -1.84572 4.13399 -6.05835  0.09
H: -3.58077 4.12326 -6.08381  0.10
C: -1.29740 -3.21796 2.30645  -0.07
C: -2.02869 -2.74179 3.39023  -0.06
C: -3.03088 -1.80804 3.19311  -0.01
C: -3.29134 -1.32796 1.91499  -0.08
C: -2.53837 -1.78699 0.83390  -0.08
C: -1.55209 -2.74322 1.03267  -0.01
C: -2.75747 -1.24884 -0.54051  -0.28
O: -2.09969 -1.65808 -1.47181  0.12
C: -3.79033 -0.19466 -0.72220  -0.08
C: -3.96514 0.36965 -1.97806  0.02
C: -4.92451 1.34828 -2.16655  -0.03
C: -5.72236 1.75745 -1.10341  -0.06
C: -5.55073 1.20184 0.15338  -0.01
C: -4.57842 0.23128 0.35332  -0.09
C: -4.37700 -0.32379 1.71802  -0.28
O: -5.06509 0.03308 2.65433  0.09
H: -0.51639 -3.95114 2.46047  0.11
H: -1.81292 -3.09940 4.38817  0.11
H: -3.60754 -1.43764 4.02887  0.12
H: -0.97976 -3.10040 0.18767  0.12
H: -3.34199 0.05921 -2.80611  0.12
H: -5.04417 1.79603 -3.14371  0.11
H: -6.47429 2.52073 -1.25512  0.10
H: -6.16188 1.52427 0.98458  0.11
C: 4.79916 -2.41712 7.62896  -0.06
C: 6.09466 -2.11149 7.22493  -0.06
C: 6.32283 -1.57708 5.96942  -0.01
C: 5.25750 -1.35321 5.10703  -0.08
C: 3.95967 -1.67651 5.50594  -0.08
C: 3.73479 -2.20094 6.77204  -0.01
C: 2.80374 -1.48186 4.58349  -0.28
O: 1.67669 -1.76080 4.93734  0.10
C: 3.07625 -0.94727 3.22222  -0.08
C: 2.02400 -0.80271 2.32829  0.00
C: 2.25627 -0.29995 1.05963  -0.04
C: 3.54190 0.07081 0.68073  -0.04
C: 4.59643 -0.07221 1.56615  0.00
C: 4.37125 -0.58777 2.83607  -0.09
C: 5.52124 -0.76144 3.76348  -0.28
O: 6.64545 -0.43614 3.44183  0.10
H: 4.62205 -2.82818 8.61404  0.10
H: 6.92672 -2.29021 7.89308  0.10
H: 7.32628 -1.33246 5.65094  0.12
H: 2.72604 -2.43977 7.07798  0.12
H: 1.02265 -1.08681 2.62269  0.11
H: 1.43530 -0.19479 0.36274  0.11
H: 3.71903 0.46856 -0.30935  0.11
H: 5.59797 0.21084 1.27516  0.12

HOMO level	-1.916	eV
orbital gap	2.26	eV
total charge	-1